# 1
Formula: C3N2OS
Source: the OMol25 dataset
Level of theory: wB97M-V/def2-TZVPD

Multiplicity: 1
Strongest force on any atom: 5.035 eV Å⁻¹
Total charge: 0
ΔE to the lowest compared entry with this formula, charge and spin: 47.5 kcal/mol

Element x y z (Å)
C 0.84630 -0.32703 -0.98530
N -0.10282 1.41376 -2.48923
N -0.45970 -0.98655 2.88508
C -0.80951 -0.16579 2.12862
O 1.28053 -1.35909 -0.67683
S -1.14984 0.70968 0.80663
C 0.39505 0.71502 -1.66897

# 2
Formula: C3OSr
Source: the OMol25 dataset
Level of theory: wB97M-V/def2-TZVPD

Multiplicity: 1
Strongest force on any atom: 2.949 eV Å⁻¹
Total charge: +2
ΔE to the lowest compared entry with this formula, charge and spin: 0.0 kcal/mol

Element x y z (Å)
C -1.72517 -0.76152 -0.03830
C -0.50777 0.13612 0.24901
C 0.71636 0.05321 -0.02849
O -1.83278 0.48530 -0.07290
Sr 3.34937 0.08689 -0.10932